The following is a DFT calculation (wB97M-V/def2-TZVPD) of C21H61N9O11 as an isolated structure in a non-equilibrium geometry.

CARTESIAN COORDINATES (ANGSTROEM)
1 C -1.6390 0.7736 -2.8573
2 O -2.5918 1.2997 -2.3391
3 N -1.2733 1.0324 -4.1076
4 N -0.7349 0.0837 -2.2218
5 H -0.4032 0.6626 -4.4629
6 H -1.8433 1.4705 -4.8169
7 H -0.0093 -0.4018 -2.7297
8 H -0.8439 0.0636 -1.2179
9 C -1.0850 -3.2177 -1.4831
10 O -0.3517 -2.2969 -1.1622
11 N -2.3755 -3.2232 -1.6226
12 N -0.6057 -4.3690 -1.7574
13 H -2.9088 -4.0631 -1.7964
14 H -2.8090 -2.3166 -1.5209
15 H -1.2681 -5.0916 -2.0009
16 H 0.3729 -4.6181 -1.7782
17 C 3.4673 -0.3955 -2.4782
18 O 4.3043 0.3484 -3.0018
19 N 3.6570 -1.6877 -2.2149
20 N 2.2673 0.0039 -2.1227
21 H 4.5458 -2.0892 -2.4775
22 H 2.9600 -2.2559 -1.7551
23 H 1.8482 -0.6672 -1.4950
24 H 2.0241 0.9810 -2.2016
25 C -1.7304 3.3611 7.3965
26 O -2.3102 2.5769 6.3848
27 C -1.4106 2.0041 5.4207
28 C -2.1647 1.4581 4.2072
29 N -1.1918 1.1250 3.1695
30 C -1.8929 0.3108 2.1416
31 C -0.9738 0.5204 0.8565
32 O -0.6021 1.8979 0.4680
33 C -0.0262 2.0549 -0.7761
34 H -2.5906 3.7341 7.9525
35 H -1.1028 4.1603 7.0023
36 H -1.1345 2.7505 8.0749
37 H -0.6675 1.3180 5.8272
38 H -0.7926 2.8019 5.0088
39 H -2.9820 2.0549 3.8024
40 H -2.7735 0.6305 4.5714
41 H -0.6884 1.9128 2.7875
42 H -2.8873 0.6220 1.8214
43 H -1.9318 -0.7587 2.3484
44 H -1.5765 0.0861 0.0589
45 H -0.1055 -0.1104 1.0468
46 H -0.6514 1.5460 -1.5098
47 H 0.8661 1.4296 -0.8040
48 H 0.1697 3.0648 -1.1363
49 C -1.1528 -2.2411 1.4510
50 O -2.4529 -2.0112 0.9879
51 C -2.8556 -0.7143 0.6389
52 C -4.2217 -0.7093 -0.1348
53 N -4.1285 -1.7225 -1.2019
54 C -5.2793 -1.7576 -2.1315
55 C -4.9839 -2.7412 -3.3321
56 O -4.8751 -4.0969 -2.9267
57 C -5.9942 -4.4983 -2.1492
58 H -0.7925 -3.2546 1.2748
59 H -1.1859 -2.0460 2.5229
60 H -0.4257 -1.5152 1.0870
61 H -2.0865 -0.4008 -0.0670
62 H -3.0451 0.0311 1.4113
63 H -4.3869 0.2894 -0.5389
64 H -5.0426 -0.9145 0.5523
65 H -3.8861 -2.6169 -0.8002
66 H -5.5079 -0.8117 -2.6225
67 H -6.2238 -2.0347 -1.6631
68 H -4.0599 -2.4088 -3.8053
69 H -5.7387 -2.6029 -4.1062
70 H -5.7534 -4.3118 -1.1026
71 H -6.2023 -5.5565 -2.3072
72 H -6.9548 -4.0032 -2.2917
73 C 8.0337 5.2076 1.0813
74 O 7.4649 3.9654 0.9578
75 C 6.3254 3.9320 -0.0259
76 C 5.7093 2.5372 -0.0264
77 N 4.5207 2.5033 -0.8964
78 C 3.7222 1.2976 -0.7794
79 C 2.9919 0.9956 0.5720
80 O 2.1386 -0.0940 0.5146
81 C 2.7250 -1.3348 0.5620
82 H 8.8439 5.2538 1.8090
83 H 7.2632 5.9113 1.3965
84 H 8.4706 5.4325 0.1084
85 H 6.6508 4.1670 -1.0393
86 H 5.5534 4.6309 0.2960
87 H 5.4829 2.2254 0.9932
88 H 6.4666 1.7940 -0.2761
89 H 3.8077 3.1151 -0.5258
90 H 4.4360 0.5324 -1.0844
91 H 2.9479 1.3775 -1.5424
92 H 2.4608 1.9171 0.8105
93 H 3.7428 0.8890 1.3548
94 H 3.2966 -1.5374 1.4677
95 H 3.4661 -1.4675 -0.2262
96 H 1.8989 -2.0307 0.4163
97 O 1.7432 -1.9543 -1.2542
98 H 0.8086 -2.1180 -1.3808
99 H 2.1072 -2.8086 -1.0224
100 O -0.0106 -0.4435 -0.6019
101 H -0.2540 -1.3659 -0.6802
102 H 0.8682 -0.4586 -0.2227

Computed properties:
**Total charge**: 0
**LUMO level**: -0.4 eV
**Frontier orbital gap**: 0.258 Eh
**F_max**: 11.7 eV/A
**E_tot**: -58665.478 eV
**Energy above the lowest of the compared OMol25 structures with the same formula, charge and spin**: 3223.0 kJ/mol


The following is a DFT calculation (wB97M-V/def2-TZVPD) of a 15-piece molecular cluster, C21H62BN10O22 overall in a non-equilibrium geometry.

CARTESIAN COORDINATES (ANGSTROEM)
1 O -8.1834 8.6909 -20.2563
2 C -7.7815 7.8837 -21.1301
3 O -8.1668 7.6159 -22.3104
4 B -7.3101 6.6298 -22.9691
5 O -6.5531 6.0313 -21.8164
6 C -6.8484 6.6991 -20.7605
7 O -6.2719 6.4924 -19.6574
8 O -6.2525 7.2790 -23.9175
9 C -6.3685 6.6385 -25.1455
10 O -5.7980 6.9457 -26.1895
11 C -7.4395 5.5456 -25.0189
12 O -7.9942 5.6540 -23.8941
13 O -7.7082 4.8555 -26.0008
14 O -0.7168 5.1668 -15.0999
15 H -1.4753 5.7315 -14.9517
16 H -0.8030 4.8831 -16.0100
17 O -3.0103 9.4592 -15.5632
18 H -3.2649 9.3331 -16.4773
19 H -3.4361 10.2771 -15.3061
20 O -7.8933 15.3229 -20.8681
21 H -8.2714 14.5592 -20.4321
22 H -6.9727 15.3176 -20.6059
23 O -12.5036 5.3686 -27.7426
24 H -11.7672 4.7938 -27.5340
25 H -12.0983 6.1545 -28.1091
26 O -5.2259 1.9468 -30.6575
27 H -5.8902 2.0946 -29.9844
28 H -5.6846 2.0964 -31.4842
29 C 1.1776 8.7546 -29.3210
30 O 0.5004 9.6490 -29.8772
31 N 0.6012 7.6714 -28.8194
32 N 2.4872 8.8004 -29.0066
33 H 1.1788 6.9886 -28.3502
34 H -0.3651 7.4140 -28.9615
35 H 2.8969 9.6991 -29.2179
36 H 3.0509 8.0849 -28.5702
37 C 1.0533 10.7546 -23.6444
38 O 2.0355 10.0478 -23.3285
39 N 0.9791 12.0886 -23.5906
40 N -0.0239 10.2443 -24.0574
41 H 0.0642 12.4583 -23.8059
42 H 1.8250 12.5942 -23.3691
43 H -0.0950 9.2445 -23.9332
44 H -0.8356 10.7733 -24.3427
45 C -9.5838 9.1914 -30.9336
46 O -9.0683 9.8118 -30.0979
47 N -10.8460 9.1948 -31.2435
48 N -8.9515 8.3218 -31.6167
49 H -11.2419 8.4740 -31.8299
50 H -11.4381 9.8801 -30.7964
51 H -9.3971 7.6328 -32.2056
52 H -7.9638 8.1909 -31.4509
53 C -10.4246 7.7618 -12.5125
54 O -10.3920 6.8689 -11.7175
55 N -9.5837 7.9051 -13.5158
56 N -11.3810 8.6684 -12.7014
57 H -9.6474 8.6742 -14.1674
58 H -8.7633 7.3184 -13.5672
59 H -12.2088 8.4494 -12.1657
60 H -11.1866 9.3277 -13.4414
61 C -4.6997 12.8929 -26.9239
62 O -3.8422 13.4395 -26.2807
63 N -5.8813 12.7797 -26.5138
64 N -4.4331 12.1286 -27.9008
65 H -6.0972 13.1304 -25.5916
66 H -6.5786 12.3234 -27.0846
67 H -3.4955 11.8098 -28.0990
68 H -5.2372 11.5753 -28.1605
69 C -6.3209 -0.3532 -21.3088
70 C -5.1447 -0.8573 -20.5222
71 C -5.5257 -1.9854 -19.5427
72 O -4.2327 -1.3071 -21.3871
73 H -7.0032 0.2130 -20.6748
74 H -6.9527 -1.0853 -21.8118
75 H -5.9409 0.2813 -22.1094
76 H -4.7864 0.0722 -20.0797
77 H -6.3290 -1.5687 -18.9351
78 H -4.6434 -2.2223 -18.9481
79 H -5.7846 -2.8758 -20.1156
80 H -4.3149 -0.9652 -22.2804
81 C -7.0287 1.5931 -14.4679
82 C -6.2754 1.2938 -13.2532
83 C -4.9423 0.4912 -13.4966
84 O -5.9639 2.5399 -12.6022
85 H -7.7349 2.3962 -14.2570
86 H -7.5593 0.7736 -14.9527
87 H -6.2778 1.8713 -15.2075
88 H -6.9990 0.6723 -12.7257
89 H -5.1906 -0.5272 -13.7954
90 H -4.3893 0.3180 -12.5734
91 H -4.3732 1.0567 -14.2346
92 H -6.7851 3.0294 -12.5153
93 C -12.7707 -1.2190 -26.5587
94 C -12.9530 -2.5400 -25.8426
95 C -11.7396 -3.3789 -26.0929
96 O -12.8080 -2.2653 -24.4922
97 H -11.7613 -0.8127 -26.4952
98 H -13.4350 -0.4397 -26.1851
99 H -13.0633 -1.3916 -27.5944
100 H -13.8921 -3.0332 -26.0936
101 H -11.7364 -3.8248 -27.0875
102 H -11.6910 -4.2560 -25.4476
103 H -10.7974 -2.8439 -25.9737
104 H -13.6812 -2.0442 -24.1601
105 C -15.2434 11.4938 -18.3861
106 C -15.9088 12.3896 -19.4073
107 C -15.6780 12.2280 -20.9408
108 O -17.2962 12.5517 -19.1089
109 H -15.4693 10.4841 -18.7289
110 H -15.3969 11.5568 -17.3088
111 H -14.1811 11.5116 -18.6297
112 H -15.3816 13.3225 -19.2076
113 H -15.8134 11.2116 -21.3107
114 H -14.7217 12.5911 -21.3174
115 H -16.3413 12.7763 -21.6097
116 H -17.6072 11.6440 -19.0802

Computed properties:
**Total charge**: -1
**LUMO level**: 1.6 eV
**Frontier orbital gap**: 0.337 Eh
**F_max**: 7.7 eV/A
**E_tot**: -83411.580 eV


The following is a DFT calculation (wB97M-V/def2-TZVPD) of a 11-piece molecular cluster, C21H62FN21O17S overall in a non-equilibrium geometry.

CARTESIAN COORDINATES (ANGSTROEM)
1 C 2.6527 2.5622 -1.0128
2 C 1.3455 1.8140 -1.2395
3 N 1.3945 0.4437 -0.7520
4 C 0.6969 0.2001 0.4809
5 C 1.2924 -1.0815 1.0484
6 O 1.3922 -2.0724 0.0308
7 O 1.2116 -3.3178 0.6584
8 C -0.8339 0.2305 0.3557
9 C -1.4752 -1.0500 -0.1324
10 C -1.0416 -1.5082 -1.5234
11 F -1.3948 -2.0752 0.8143
12 O 1.0827 1.3197 1.3640
13 C 1.0459 1.0605 2.6787
14 O 0.0681 0.8167 3.2806
15 C 2.3769 1.1732 3.4083
16 C 2.5033 0.2221 4.5922
17 C 2.8968 -1.2290 4.2928
18 S 4.4968 -1.4875 3.5346
19 O 5.2184 -2.3610 4.3727
20 O 4.3963 -2.0254 2.2178
21 O 5.3336 -0.1273 3.4387
22 H 3.4952 1.9942 -1.3833
23 H 2.5963 3.5342 -1.4950
24 H 2.7803 2.7420 0.0473
25 H 1.2392 1.7502 -2.3213
26 H 0.4951 2.3965 -0.8928
27 H 1.1074 -0.2261 -1.4532
28 H 2.3063 -0.9209 1.4021
29 H 0.6811 -1.5189 1.8266
30 H 2.1050 -3.5075 0.9777
31 H -1.0856 0.9857 -0.3716
32 H -1.3398 0.5361 1.2602
33 H -2.5279 -0.8438 -0.2141
34 H -1.9346 -1.8726 -2.0258
35 H -0.3620 -2.3435 -1.5075
36 H -0.6822 -0.6946 -2.1336
37 H 2.3936 2.1753 3.8298
38 H 3.2079 1.1430 2.7181
39 H 3.2403 0.6133 5.2840
40 H 1.5762 0.2009 5.1469
41 H 2.9635 -1.7407 5.2410
42 H 2.1081 -1.7127 3.7340
43 H 5.1853 0.2279 2.5449
44 N -5.3787 2.0368 -1.1988
45 C -4.1965 1.5702 -1.6796
46 N -4.0693 1.6003 -3.0397
47 O -3.3062 1.1503 -0.9532
48 H -6.1246 2.3843 -1.7797
49 H -5.5074 2.0220 -0.2037
50 H -3.2087 1.2610 -3.4281
51 H -4.7848 1.9374 -3.6552
52 N 3.5179 -0.2187 -3.8556
53 C 2.5411 -1.1718 -3.7537
54 N 2.9635 -2.4633 -3.8379
55 O 1.3649 -0.8965 -3.5937
56 H 4.4888 -0.4301 -3.9840
57 H 3.2313 0.7404 -3.7928
58 H 2.2588 -3.1795 -3.7512
59 H 3.9210 -2.7286 -3.9656
60 N 7.8129 -1.3489 1.4548
61 C 9.1705 -1.3890 1.5355
62 N 9.6842 -1.3079 2.7980
63 O 9.8902 -1.4851 0.5516
64 H 7.2122 -1.2665 2.2554
65 H 7.4049 -1.4060 0.5401
66 H 10.6836 -1.3340 2.8746
67 H 9.1289 -1.2208 3.6285
68 N 14.6330 0.0611 2.8115
69 C 13.8344 0.9351 3.5024
70 N 12.5514 1.0293 3.0406
71 O 14.2390 1.5761 4.4525
72 H 14.3196 -0.4787 2.0273
73 H 15.5815 -0.0349 3.1225
74 H 11.9387 1.6613 3.5223
75 H 12.1972 0.5136 2.2577
76 N -0.5189 -5.8919 -1.9092
77 C -0.2915 -5.0318 -2.9452
78 N -1.0581 -5.2415 -4.0590
79 O 0.5319 -4.1396 -2.8771
80 H -1.1934 -6.6320 -1.9375
81 H 0.0247 -5.7553 -1.0761
82 H -0.9163 -4.6215 -4.8347
83 H -1.7437 -5.9682 -4.1338
84 N -10.1739 3.3060 -0.3844
85 C -8.9745 3.6696 -0.9138
86 N -8.2888 4.6205 -0.2021
87 O -8.5320 3.1913 -1.9459
88 H -10.5435 3.6971 0.4604
89 H -10.7060 2.6027 -0.8764
90 H -7.4004 4.9134 -0.5638
91 H -8.6271 5.0286 0.6480
92 N -12.0271 -1.2004 -2.0579
93 C -11.4283 -0.0404 -2.4246
94 N -11.5860 0.3028 -3.7424
95 O -10.7943 0.6568 -1.6474
96 H -12.5562 -1.7750 -2.6877
97 H -11.9358 -1.4803 -1.0990
98 H -11.1451 1.1508 -4.0511
99 H -12.1030 -0.2515 -4.4005
100 N -14.4781 1.3392 -2.6008
101 C -15.2246 0.1989 -2.6276
102 N -16.4465 0.2872 -2.0219
103 O -14.8335 -0.8307 -3.1532
104 H -14.7835 2.1920 -2.1726
105 H -13.5712 1.3060 -3.0358
106 H -17.0199 -0.5357 -2.0246
107 H -16.7901 1.1197 -1.5832
108 N 12.3117 4.0472 -0.5218
109 C 11.3658 3.1040 -0.2268
110 N 11.8274 1.8173 -0.1750
111 O 10.2007 3.3883 -0.0239
112 H 13.2761 3.8344 -0.6904
113 H 12.0071 5.0015 -0.5665
114 H 11.1557 1.0987 0.0364
115 H 12.7824 1.5614 -0.3376
116 N -3.5444 0.2541 3.2079
117 C -4.5099 -0.7108 3.1892
118 N -4.0408 -1.9923 3.1232
119 O -5.7004 -0.4489 3.2248
120 H -2.5592 0.0593 3.1855
121 H -3.8514 1.2076 3.2461
122 H -4.7215 -2.7277 3.1039
123 H -3.0661 -2.2254 3.0802

Computed properties:
**Total charge**: 0
**SMILES**: CCN[C@](COO)(C[C@@H](C)F)OC(=O)CCCS(=O)(=O)O.NC(N)=O.NC(N)=O.NC(N)=O.NC(N)=O.NC(N)=O.NC(N)=O.NC(N)=O.NC(N)=O.NC(N)=O.NC(N)=O
**LUMO level**: 0.3 eV
**Frontier orbital gap**: 0.318 Eh
**F_max**: 2.9 eV/A
**E_tot**: -102442.481 eV
**Energy above the lowest of the compared OMol25 structures with the same formula, charge and spin**: 76.9 kJ/mol


The following is a DFT calculation (wB97M-V/def2-TZVPD) of C21H62InN2O8 as an isolated structure.

CARTESIAN COORDINATES (ANGSTROEM)
1 C 0.1326 2.0121 0.7472
2 N 1.5609 2.2401 0.9441
3 C 2.3185 0.9552 0.7948
4 In 3.4089 0.7079 -1.1425
5 N 3.9670 2.6227 -1.9727
6 C 3.8868 2.8506 -3.2069
7 C 3.6934 1.8423 -4.3340
8 C 4.0473 4.2826 -3.7225
9 H -0.3007 1.3993 1.5556
10 H -0.4046 2.9606 0.6771
11 H -0.0233 1.4642 -0.1853
12 H 1.6791 2.5437 1.9048
13 H 3.0206 0.8402 1.6275
14 H 1.6221 0.1094 0.8655
15 H 4.9493 -0.1521 -0.7583
16 H 2.4368 -0.2944 -2.2511
17 H 3.9370 0.8313 -4.0185
18 H 4.3424 2.1077 -5.1769
19 H 2.6674 1.8742 -4.7115
20 H 3.1463 4.6305 -4.2370
21 H 4.8566 4.3355 -4.4632
22 H 4.2601 4.9437 -2.8841
23 C -3.3824 5.1953 -1.4804
24 C -3.1709 4.8332 -0.0201
25 O -1.8952 5.2302 0.4546
26 H -2.6086 4.7344 -2.0957
27 H -4.3583 4.8524 -1.8311
28 H -3.3321 6.2782 -1.6265
29 H -3.2230 3.7532 0.0970
30 H -3.9570 5.2857 0.5997
31 H -1.8043 6.1876 0.3541
32 C -2.8800 -0.6310 0.6820
33 C -3.3429 0.7539 1.0840
34 O -3.7854 1.5223 -0.0353
35 H -2.0705 -0.5538 -0.0449
36 H -2.5192 -1.1889 1.5465
37 H -3.6940 -1.2027 0.2268
38 H -2.5103 1.3028 1.5192
39 H -4.1434 0.7004 1.8307
40 H -4.5165 1.0539 -0.4490
41 C 2.9227 -1.6973 5.3682
42 C 2.3011 -1.7837 3.9850
43 O 1.4275 -0.7000 3.7147
44 H 2.1455 -1.6634 6.1334
45 H 3.5691 -2.5556 5.5620
46 H 3.5253 -0.7908 5.4621
47 H 1.6934 -2.6850 3.8984
48 H 3.0822 -1.8328 3.2183
49 H 1.9443 0.1119 3.7235
50 C -1.9046 10.5553 0.2409
51 C -1.2747 9.2444 0.6697
52 O -1.8734 8.1273 0.0163
53 H -2.9758 10.5477 0.4446
54 H -1.4525 11.3943 0.7717
55 H -1.7677 10.7185 -0.8308
56 H -1.4236 9.0762 1.7351
57 H -0.1975 9.2521 0.4789
58 H -1.7376 8.2213 -0.9324
59 C -1.0682 -4.3102 2.1163
60 C -2.4133 -4.9928 1.9531
61 O -3.3012 -4.2360 1.1265
62 H -1.1902 -3.3123 2.5391
63 H -0.4155 -4.8902 2.7706
64 H -0.5690 -4.2008 1.1508
65 H -2.9140 -5.0878 2.9165
66 H -2.2854 -5.9956 1.5390
67 H -2.8865 -4.1385 0.2638
68 C -5.0947 -9.1679 0.8649
69 C -4.0998 -8.0427 1.0852
70 O -2.9105 -8.5042 1.7179
71 H -5.3551 -9.6347 1.8153
72 H -6.0076 -8.7990 0.3941
73 H -4.6667 -9.9412 0.2237
74 H -4.5256 -7.2826 1.7379
75 H -3.8453 -7.5595 0.1359
76 H -2.4934 -9.1535 1.1416
77 C 7.6233 3.0372 -1.7233
78 C 7.3738 4.4787 -1.3251
79 O 7.0018 5.2867 -2.4379
80 H 8.4082 2.9776 -2.4803
81 H 7.9206 2.4393 -0.8600
82 H 6.7109 2.6005 -2.1355
83 H 8.2779 4.9323 -0.9147
84 H 6.5927 4.5220 -0.5596
85 H 6.2018 4.8929 -2.8004
86 C -2.9877 -9.6785 -2.4708
87 C -1.9998 -8.5496 -2.2393
88 O -0.8249 -9.0071 -1.5772
89 H -3.2466 -10.1521 -1.5236
90 H -3.9020 -9.3144 -2.9420
91 H -2.5525 -10.4469 -3.1143
92 H -2.4304 -7.7898 -1.5889
93 H -1.7362 -8.0675 -3.1861
94 H -0.4034 -9.6665 -2.1365

Computed properties:
**Total charge**: -1
**LUMO level**: 1.9 eV
**Frontier orbital gap**: 0.210 Eh
**F_max**: 0.6 eV/A
**E_tot**: -47312.965 eV